Record 1
The following is a DFT calculation (wB97M-V/def2-TZVPD) of C60H50BBaBrN8O3P2 as an isolated structure.

Calculated values
DFT total energy: -6287.408952 a.u.
Multiplicity: 2
Relative energy (zero: lowest compared OMol25 entry of this formula, charge and spin): 43.7 kcal per mole
Net charge: -1
⟨S²⟩: 0.7737

Cartesian coordinates (Å):
Ba1 1.491 1.446 0.560
O1 -2.317 -3.394 0.336
C1 -1.691 -4.550 0.745
C2 -1.890 -5.797 0.174
C3 -1.218 -6.896 0.697
C4 -0.362 -6.746 1.772
C5 -0.132 -5.478 2.294
C6 -0.763 -4.351 1.777
P1 -0.277 -2.613 2.158
C7 -1.801 -2.000 2.969
C8 -2.686 -2.832 3.653
C9 -3.854 -2.322 4.201
C10 -4.152 -0.972 4.069
C11 -3.280 -0.134 3.389
C12 -2.113 -0.648 2.840
C13 0.871 -2.913 3.550
C14 0.538 -2.755 4.890
C15 1.489 -2.954 5.883
C16 2.783 -3.320 5.548
C17 3.128 -3.475 4.211
C18 2.181 -3.262 3.224
C19 -3.304 -3.356 -0.614
C20 -4.361 -4.260 -0.631
C21 -5.290 -4.205 -1.656
C22 -5.163 -3.253 -2.659
C23 -4.147 -2.314 -2.582
C24 -3.225 -2.315 -1.536
P2 -1.946 -1.006 -1.283
C25 -0.676 -1.684 -2.423
C26 -0.804 -1.731 -3.811
C27 0.161 -2.357 -4.581
C28 1.279 -2.925 -3.978
C29 1.420 -2.873 -2.601
C30 0.441 -2.261 -1.827
C31 -2.606 0.421 -2.221
C32 -3.946 0.805 -2.210
C33 -4.344 2.001 -2.793
C34 -3.409 2.838 -3.384
C35 -2.068 2.477 -3.381
C36 -1.670 1.283 -2.799
H1 -2.545 -5.921 -0.674
H2 -1.376 -7.871 0.253
H3 0.145 -7.602 2.197
H4 0.572 -5.357 3.107
H5 -2.462 -3.888 3.753
H6 -4.533 -2.980 4.730
H7 -5.065 -0.573 4.495
H8 -3.500 0.920 3.277
H9 -1.424 0.009 2.323
H10 -0.462 -2.445 5.166
H11 1.217 -2.800 6.919
H12 3.527 -3.462 6.321
H13 4.142 -3.737 3.937
H14 2.466 -3.356 2.181
H15 -4.446 -4.995 0.157
H16 -6.110 -4.912 -1.670
H17 -5.865 -3.226 -3.482
H18 -4.081 -1.548 -3.342
H19 -1.667 -1.279 -4.288
H20 0.046 -2.401 -5.658
H21 2.041 -3.398 -4.584
H22 2.296 -3.292 -2.124
H23 0.550 -2.220 -0.747
H24 -4.688 0.179 -1.731
H25 -5.388 2.286 -2.766
H26 -3.720 3.774 -3.830
H27 -1.325 3.129 -3.825
H28 -0.615 1.021 -2.787
B1 5.175 2.002 -1.425
N1 4.632 0.547 -1.218
C37 5.289 -0.538 -1.655
C38 4.739 -1.663 -1.068
C39 3.707 -1.155 -0.274
N2 3.658 0.173 -0.368
N3 4.103 3.158 -1.509
C40 4.391 4.383 -1.978
C41 3.314 5.218 -1.734
C42 2.386 4.388 -1.097
N4 2.876 3.153 -0.975
H29 5.770 1.998 -2.480
H30 5.913 2.269 -0.498
H31 6.113 -0.427 -2.340
H32 5.037 -2.689 -1.203
H33 3.007 -1.671 0.369
H34 5.349 4.575 -2.434
H35 3.225 6.265 -1.968
H36 1.400 4.616 -0.715
Br1 -6.142 3.717 1.223
C43 -4.251 3.655 1.433
C44 -3.625 4.487 2.344
C45 -2.248 4.444 2.500
C46 -1.449 3.561 1.741
C47 -2.134 2.735 0.823
C48 -3.504 2.771 0.667
N5 -0.083 3.414 1.811
C49 0.631 4.162 2.664
C50 2.026 4.017 2.863
C51 2.706 4.873 3.771
C52 4.046 4.720 3.985
C53 4.748 3.713 3.300
C54 4.031 2.921 2.428
N6 2.725 3.055 2.199
H37 -4.212 5.173 2.942
H38 -1.804 5.104 3.229
H39 -1.569 2.033 0.217
H40 -3.985 2.113 -0.044
H41 0.165 4.927 3.281
H42 2.143 5.638 4.292
H43 4.562 5.370 4.682
H44 5.806 3.553 3.442
H45 4.531 2.134 1.868
O2 1.572 0.808 4.890
C55 1.341 0.460 3.770
N7 1.106 0.097 2.657
O3 1.582 1.063 -3.096
N8 1.339 1.704 -4.175
C56 0.751 1.064 -5.217
C57 0.448 1.733 -6.383
C58 0.753 3.078 -6.515
C59 1.378 3.710 -5.450
C60 1.667 3.015 -4.297
H46 0.550 0.020 -5.021
H47 -0.032 1.180 -7.178
H48 0.516 3.615 -7.422
H49 1.657 4.754 -5.492
H50 2.154 3.429 -3.432

---

Record 2
The following is a DFT calculation (wB97M-V/def2-TZVPD) of C60H51N8O7PbS as an isolated structure.

Calculated values
DFT total energy: -3872.691132 a.u.
Relative energy (zero: lowest compared OMol25 entry of this formula, charge and spin): 80.4 kcal per mole
Net charge: -1

Cartesian coordinates (Å):
Pb1 -0.034 -0.106 0.797
C1 8.851 -4.505 -0.378
O1 7.786 -4.685 0.519
C2 6.665 -3.919 0.327
C3 5.729 -3.925 1.361
C4 4.614 -3.121 1.299
C5 4.391 -2.278 0.213
C6 5.296 -2.325 -0.844
C7 6.420 -3.134 -0.791
C8 3.220 -1.333 0.175
C9 2.196 -1.814 -0.790
C10 2.292 -2.968 -1.596
C11 1.224 -2.918 -2.461
C12 0.492 -1.737 -2.152
N1 1.091 -1.126 -1.085
C13 -0.650 -1.208 -2.823
C14 -1.686 -0.538 -2.126
C15 -3.075 -0.613 -2.479
C16 -3.769 0.013 -1.486
C17 -2.800 0.522 -0.565
C18 -3.134 1.338 0.557
C19 -4.495 1.105 1.076
C20 -4.769 -0.208 1.458
C21 -5.965 -0.553 2.054
C22 -6.929 0.422 2.278
O2 -8.140 0.193 2.885
C23 -8.383 -1.101 3.375
C24 -6.682 1.731 1.869
C25 -5.482 2.065 1.272
C26 -2.283 2.174 1.272
N2 -0.923 2.186 1.167
C27 -0.457 3.151 1.976
C28 0.883 3.413 2.312
C29 1.232 4.675 3.016
C30 1.432 4.752 4.393
C31 1.832 5.932 4.989
C32 2.053 7.074 4.219
O3 2.467 8.199 4.893
C33 2.792 9.333 4.129
C34 1.840 7.016 2.849
C35 1.428 5.829 2.267
C36 1.938 2.531 2.039
C37 3.297 2.624 2.595
C38 3.952 1.516 2.231
C39 3.036 0.725 1.365
N3 1.832 1.443 1.304
C40 -1.573 3.828 2.614
C41 -2.695 3.185 2.228
N4 -1.569 0.155 -0.967
C42 -0.762 -1.280 -4.286
C43 -1.609 -0.392 -4.968
C44 -1.699 -0.351 -6.348
C45 -0.907 -1.182 -7.129
O4 -0.881 -1.202 -8.500
C46 -1.680 -0.274 -9.188
C47 -0.005 -2.026 -6.482
C48 0.069 -2.060 -5.108
H1 9.716 -4.992 0.070
H2 9.083 -3.445 -0.521
H3 8.643 -4.964 -1.351
H4 5.899 -4.562 2.215
H5 3.907 -3.123 2.115
H6 5.135 -1.724 -1.729
H7 7.101 -3.145 -1.628
H8 3.041 -3.737 -1.522
H9 0.929 -3.726 -3.109
H10 -3.488 -1.148 -3.312
H11 -4.833 0.134 -1.406
H12 -4.013 -0.964 1.312
H13 -6.117 -1.583 2.332
H14 -9.361 -1.060 3.855
H15 -7.630 -1.398 4.113
H16 -8.402 -1.842 2.568
H17 -7.449 2.473 2.033
H18 -5.317 3.083 0.949
H19 1.275 3.870 4.997
H20 1.984 6.001 6.056
H21 3.144 10.082 4.839
H22 1.920 9.729 3.594
H23 3.587 9.116 3.405
H24 1.990 7.884 2.223
H25 1.270 5.796 1.199
H26 3.651 3.432 3.211
H27 4.955 1.199 2.443
H28 -1.488 4.644 3.308
H29 -3.702 3.364 2.554
H30 -2.196 0.320 -4.409
H31 -2.382 0.354 -6.800
H32 -1.450 -0.413 -10.244
H33 -1.439 0.757 -8.904
H34 -2.747 -0.454 -9.014
H35 0.646 -2.641 -7.087
H36 0.822 -2.688 -4.673
C49 -4.352 -4.791 -2.134
O5 -4.625 -5.042 -0.782
C50 -3.848 -4.370 0.136
C51 -4.336 -4.377 1.455
C52 -3.674 -3.659 2.416
C53 -2.524 -2.906 2.141
C54 -1.902 -2.091 3.159
C55 -1.907 -2.617 4.587
O6 -1.347 -1.009 2.958
C56 -1.960 -2.956 0.814
O7 -0.854 -2.450 0.494
C57 -2.688 -3.711 -0.158
H37 -5.182 -5.220 -2.695
H38 -3.419 -5.263 -2.460
H39 -4.291 -3.716 -2.330
H40 -5.239 -4.927 1.671
H41 -4.101 -3.624 3.411
H42 -2.522 -3.501 4.712
H43 -2.222 -1.832 5.271
H44 -0.876 -2.871 4.829
H45 -2.264 -3.704 -1.150
C58 3.991 1.979 -3.211
C59 4.185 1.294 -1.910
N5 5.311 1.002 -1.378
N6 5.030 0.486 -0.111
C60 3.612 0.212 0.018
S1 2.606 -1.026 1.909
N7 3.102 0.908 -1.150
N8 1.814 1.361 -1.302
H46 4.954 2.107 -3.697
H47 3.534 2.956 -3.051
H48 3.325 1.398 -3.851
H49 5.662 -0.260 0.146
H50 1.694 2.354 -1.160
H51 1.317 0.988 -2.097